No. 1
# C11H22Cl2I2NP2Ru

C11H22Cl2I2NP2Ru as an isolated structure at a distorted geometry (ωB97M-V/def2-TZVPD, the Open Molecules 2025 dataset).

Last column: Mulliken spin population.
CARTESIAN COORDINATES (ANGSTROEM)
I1 0.099 -0.063 -3.007  0.514
I2 0.048 3.239 -1.310  0.768
Ru1 0.036 0.701 -0.484  1.292
P1 -2.185 1.124 -0.104  0.087
C1 -3.210 1.046 -1.606  0.044
C2 -2.944 -0.061 1.052  0.013
H1 -3.931 0.308 1.357  0.006
H2 -3.746 2.678 0.922  0.004
H3 -2.311 -0.177 1.936  0.001
H4 -2.073 2.940 1.514  -0.002
H5 -2.937 0.143 -2.173  0.003
H6 -3.066 -1.036 0.569  -0.001
C3 -2.687 2.727 0.632  0.003
H7 -4.274 1.026 -1.319  0.009
H8 -2.550 3.526 -0.104  -0.002
H9 -3.010 1.932 -2.223  -0.001
P2 2.273 1.127 -0.130  0.087
C4 3.314 1.036 -1.624  0.049
C5 2.788 2.738 0.585  0.008
H10 2.462 -0.066 1.971  0.000
H11 4.069 0.271 1.248  0.007
H12 3.055 -1.048 0.602  -0.001
C6 3.037 -0.042 1.038  0.016
H13 2.192 2.953 1.481  -0.004
H14 3.856 2.695 0.848  0.004
H15 4.376 0.994 -1.325  0.010
H16 3.138 1.927 -2.243  -0.001
H17 2.633 3.533 -0.157  -0.003
H18 3.033 0.138 -2.196  0.001
Cl1 0.047 1.213 1.912  0.068
Cl2 0.132 -4.059 3.044  0.307
C7 -0.041 -3.612 1.404  0.222
C8 -0.172 -4.578 0.411  0.029
C9 -0.283 -4.132 -0.904  0.015
C10 -0.238 -2.760 -1.135  0.273
N1 -0.089 -1.824 -0.191  -0.054
C11 -0.022 -2.240 1.084  0.231
H19 -0.182 -5.629 0.678  -0.001
H20 -0.392 -4.811 -1.752  0.001
H21 -0.298 -2.391 -2.168  -0.006
H22 0.054 -1.489 1.864  0.005

Output
Kohn-Sham gap (spin up / spin down) ... 0.2472 / 0.1635 Eh
Molar mass ... 656.04 g/mol
Net charge ... +3
E_LUMO (spin up / spin down) ... -11.65 / -14.60 eV
Spin multiplicity ... 5
E_tot ... -75630.8273 eV

***

No. 2
# C11H22GeNO3Zn

C11H22GeNO3Zn as an isolated structure at a distorted geometry (ωB97M-V/def2-TZVPD, the Open Molecules 2025 dataset).

Last column: Mulliken charge in e.
CARTESIAN COORDINATES (ANGSTROEM)
Zn1 0.726 0.459 0.051  0.124
C1 -1.214 4.337 1.307  -1.729
C2 -0.633 2.944 1.541  1.629
C3 -1.157 2.357 2.851  -1.693
O1 -0.972 2.100 0.445  -0.469
C4 0.942 2.985 1.708  0.410
O2 1.398 3.966 2.284  -0.736
O3 1.562 1.979 1.301  -0.601
H1 -2.295 4.337 1.462  0.386
H2 -1.004 4.648 0.287  0.387
H3 -0.753 5.035 2.000  0.340
H4 -2.249 2.272 2.841  0.449
H5 -0.859 3.001 3.676  0.406
H6 -0.729 1.365 2.998  0.306
H7 -1.857 1.754 0.606  0.326
C5 0.839 -3.651 2.516  -1.063
C6 -0.198 -2.729 3.163  -0.256
C7 -0.481 -1.590 2.327  0.264
N1 -0.702 -0.689 1.650  -0.291
H8 1.078 -4.477 3.184  0.333
H9 1.747 -3.099 2.291  0.323
H10 0.450 -4.055 1.586  0.295
H11 0.159 -2.358 4.129  0.245
H12 -1.139 -3.267 3.322  0.244
C8 0.047 0.509 -4.050  -1.260
Ge1 0.646 -1.005 -2.803  0.260
C9 1.769 -2.109 -4.066  -1.262
C10 -1.024 -2.103 -2.631  -1.233
C11 1.576 -0.934 -1.106  -0.531
H13 -0.357 0.131 -4.986  0.358
H14 0.896 1.146 -4.284  0.339
H15 -0.710 1.127 -3.573  0.342
H16 1.225 -2.368 -4.971  0.371
H17 2.090 -3.029 -3.587  0.336
H18 2.662 -1.565 -4.361  0.356
H19 -1.435 -2.361 -3.603  0.395
H20 -1.791 -1.578 -2.068  0.335
H21 -0.804 -3.025 -2.102  0.316
H22 2.549 -0.461 -1.340  0.247

Output
Kohn-Sham gap ... 0.1977 Eh
Molar mass ... 354.30 g/mol
Net charge ... -1
E_LUMO ... 2.57 eV
E_tot ... -124330.1211 eV

***

No. 3
# C11H22N2

C11H22N2 as an isolated structure at a distorted geometry (ωB97M-V/def2-TZVPD, the Open Molecules 2025 dataset).

Last column: Mulliken charge in e.
CARTESIAN COORDINATES (ANGSTROEM)
C1 1.024 1.584 1.097  -0.306
C2 -1.232 -1.091 2.618  -0.485
C3 -1.123 -1.850 -0.086  -0.503
C4 -0.326 -2.229 2.965  -0.686
C5 -0.422 -3.182 0.524  -0.568
C6 -0.597 -1.213 1.213  0.275
C7 -0.161 3.804 -3.648  -1.182
C8 1.706 -2.335 1.648  -0.966
C9 -0.118 2.387 -3.027  -0.589
C10 0.219 2.378 -1.560  -0.949
C11 -0.143 1.001 -0.934  -0.965
N1 0.330 0.779 0.431  0.059
N2 0.230 -2.356 1.653  0.618
H1 1.197 2.570 0.651  0.293
H2 1.452 1.366 2.068  0.284
H3 -2.338 -1.296 2.704  0.294
H4 -1.102 -0.174 3.049  0.326
H5 -0.740 -1.413 -0.919  0.360
H6 -2.280 -1.877 -0.092  0.327
H7 0.296 -1.972 3.833  0.355
H8 -0.775 -3.147 3.196  0.363
H9 -1.196 -3.888 0.819  0.280
H10 0.443 -3.682 -0.037  0.303
H11 0.333 4.588 -2.996  0.311
H12 0.234 3.795 -4.585  0.395
H13 -1.282 4.197 -3.616  0.265
H14 2.137 -1.483 2.108  0.371
H15 2.184 -3.089 2.225  0.487
H16 2.198 -2.606 0.768  0.402
H17 -1.048 1.916 -3.333  0.380
H18 0.777 1.949 -3.691  0.274
H19 1.274 2.608 -1.671  0.453
H20 -0.259 3.189 -0.942  0.547
H21 0.266 0.211 -1.484  0.619
H22 -1.156 0.560 -0.953  0.558

Output
Kohn-Sham gap ... 0.2446 Eh
Molar mass ... 182.31 g/mol
Net charge ... +2
E_LUMO ... -9.56 eV
E_tot ... -14720.7007 eV

***

No. 4
# C11H22N2O3

One molecule with the formula C11H22N2O3 at a distorted geometry (ωB97M-V/def2-TZVPD, the Open Molecules 2025 dataset).

Last column: Mulliken charge in e.
CARTESIAN COORDINATES (ANGSTROEM)
C1 -1.999 0.951 -1.344  -1.213
C2 -3.060 0.347 -0.373  0.664
C3 -4.018 1.494 -0.030  -1.465
C4 -2.635 -0.463 0.813  -0.861
C5 -1.862 -1.672 0.220  0.295
N1 -1.739 -2.716 1.246  -0.594
C6 -0.395 -1.266 -0.341  0.017
O1 -0.217 -1.555 -1.530  -0.748
N2 0.561 -0.520 0.378  0.000
C7 1.959 -0.130 -0.346  -0.287
C8 2.889 -1.434 -0.511  0.622
O2 3.920 -1.559 0.069  -0.526
O3 2.217 -2.415 -1.040  -0.537
C9 2.603 1.186 0.207  0.350
C10 3.161 0.965 1.662  -1.178
C11 3.774 1.561 -0.690  -1.366
H1 -1.375 1.683 -0.769  0.298
H2 -1.275 0.126 -1.575  0.093
H3 -2.346 1.376 -2.274  0.490
H4 -3.705 -0.323 -1.069  0.112
H5 -3.786 2.008 0.899  0.374
H6 -3.850 2.323 -0.686  0.391
H7 -5.072 1.123 -0.015  0.329
H8 -3.383 -0.616 1.662  0.264
H9 -1.906 0.152 1.250  0.284
H10 -2.438 -1.787 -0.696  0.366
H11 -0.886 -3.218 1.278  0.255
H12 -2.523 -3.310 1.153  0.234
H13 0.528 -0.595 1.447  0.368
H14 1.528 0.124 -1.384  0.242
H15 1.359 -2.114 -1.459  0.399
H16 1.893 1.979 0.379  0.440
H17 2.312 0.603 2.384  0.254
H18 4.128 0.311 1.770  0.219
H19 3.565 1.978 2.057  0.370
H20 3.330 1.630 -1.670  0.449
H21 4.678 0.934 -0.605  0.303
H22 4.064 2.839 -0.466  0.292

Output
Kohn-Sham gap ... 0.3822 Eh
Molar mass ... 230.31 g/mol
E_LUMO ... 0.71 eV
SMILES ... CC(C)C[C@H](N)C(=O)N[C@H](C(=O)O)C(C)C
E_tot ... -20884.3395 eV

***

No. 5
# C11H22N3O2S5W

C11H22N3O2S5W as an isolated structure at a distorted geometry (ωB97M-V/def2-TZVPD, the Open Molecules 2025 dataset).

Last column: Mulliken spin population.
CARTESIAN COORDINATES (ANGSTROEM)
W1 0.697 -0.236 0.073  1.945
C1 -3.135 -2.020 2.151  0.003
C2 -2.473 -2.805 1.039  0.018
S1 -1.163 -2.064 -0.035  -0.028
C3 -2.024 -1.091 -1.332  0.030
C4 -2.582 0.270 -0.953  -0.001
S2 -1.530 1.305 0.145  -0.032
C5 -2.143 1.011 1.876  -0.001
C6 -3.628 0.805 2.089  0.003
S3 -4.338 -0.788 1.524  0.000
H1 -2.433 -1.562 2.844  0.000
H2 -3.734 -2.743 2.712  0.001
H3 -3.221 -3.166 0.331  -0.002
H4 -1.951 -3.666 1.462  -0.001
H5 -2.831 -1.712 -1.728  0.000
H6 -1.249 -1.005 -2.105  -0.010
H7 -3.558 0.188 -0.477  -0.001
H8 -2.708 0.866 -1.859  0.000
H9 -1.864 1.939 2.381  0.004
H10 -1.556 0.189 2.290  0.002
H11 -4.225 1.587 1.618  0.000
H12 -3.821 0.847 3.164  0.000
C7 5.890 -0.917 0.030  0.001
O1 4.702 -1.697 -0.108  0.023
C8 3.536 -1.190 -0.045  0.037
S4 3.156 0.451 0.224  -0.054
S5 2.165 -2.209 -0.250  -0.034
H13 6.713 -1.631 0.055  0.000
H14 5.862 -0.328 0.948  0.001
H15 6.004 -0.252 -0.830  -0.001
N1 1.149 -0.356 3.262  0.145
C9 0.885 -0.357 2.129  -0.069
H16 1.456 -0.357 4.218  -0.005
C10 1.484 3.151 -1.165  -0.024
N2 1.367 2.548 -2.477  0.014
C11 1.067 1.277 -2.731  -0.002
N3 1.036 0.840 -3.992  0.012
O2 0.773 0.477 -1.772  0.024
H17 2.519 3.453 -0.985  0.001
H18 1.176 2.431 -0.385  0.000
H19 0.845 4.033 -1.104  0.002
H20 1.576 3.165 -3.251  -0.001
H21 1.261 1.445 -4.768  0.000
H22 0.844 -0.126 -4.210  -0.001

Output
Kohn-Sham gap (spin up / spin down) ... 0.1890 / 0.2012 Eh
Molar mass ... 572.49 g/mol
Net charge ... +3
E_LUMO (spin up / spin down) ... -11.90 / -11.57 eV
Spin multiplicity ... 3
E_tot ... -76304.1426 eV

***

No. 6
# C11H22N6O4

One molecule with the formula C11H22N6O4 at a distorted geometry (ωB97M-V/def2-TZVPD, the Open Molecules 2025 dataset).

Last column: Mulliken charge in e.
CARTESIAN COORDINATES (ANGSTROEM)
H1 -3.401 -0.656 -0.438  0.244
N1 -2.864 -1.266 0.282  -0.741
C1 -2.575 -0.953 1.448  0.130
N2 -2.558 0.317 1.840  -0.383
N3 -1.975 -1.860 2.434  -0.193
C2 -0.784 -1.485 3.167  -1.383
C3 0.417 -0.856 2.377  0.557
C4 1.159 -1.994 1.399  -1.067
C5 1.020 -1.583 -0.075  -0.047
N4 -0.168 -0.959 -0.479  0.275
C6 -0.170 0.065 -1.519  -0.193
O1 -1.143 0.617 -1.975  -0.556
C7 1.191 0.693 -1.579  -0.017
N5 2.180 0.067 -2.482  -0.511
C8 1.214 2.140 -2.021  -0.562
C9 0.901 3.085 -0.827  -1.475
C10 -0.498 2.648 -0.479  0.429
N6 -1.642 3.187 -1.210  -0.466
O2 -0.708 1.917 0.429  -0.452
C11 1.238 -2.851 -0.987  0.412
O3 1.184 -4.011 -0.501  -0.653
O4 1.635 -2.559 -2.150  -0.505
H2 -2.352 1.226 1.193  0.245
H3 -2.485 0.700 2.838  0.251
H4 -1.656 -2.732 1.733  0.422
H5 -0.519 -2.190 3.959  0.351
H6 -1.204 -0.692 3.875  0.338
H7 -0.356 -0.085 1.870  -0.109
H8 1.257 -0.155 2.946  0.319
H9 0.607 -3.107 1.809  0.298
H10 2.292 -2.193 1.906  0.245
H11 1.978 -0.998 -0.400  0.519
H12 -1.010 -1.325 -0.097  0.384
H13 1.581 0.731 -0.521  0.554
H14 3.169 0.272 -2.141  0.300
H15 1.992 0.114 -3.513  0.275
H16 0.545 2.245 -2.959  0.315
H17 2.178 2.509 -2.395  0.360
H18 1.460 3.179 -0.008  0.389
H19 0.851 4.037 -1.208  0.520
H20 -1.341 3.990 -2.024  0.293
H21 -2.567 2.386 -1.365  0.332
H22 1.931 -1.614 -2.155  0.559

Output
Kohn-Sham gap ... 0.3323 Eh
Molar mass ... 302.34 g/mol
E_LUMO ... 0.17 eV
SMILES ... [H]/N=C(\N)NCCC[C@H](NC(=O)[C@@H](N)CCC(N)=O)C(=O)O
E_tot ... -28888.6599 eV